Record 1
This record from OMol25 describes a molecular structure, C28H36GeN3Tc. The level of theory is ωB97M-V/def2-TZVPD.

CARTESIAN COORDINATES (ANGSTROEM)
Tc1 0.48456 -0.41573 0.20159
Ge1 -0.18287 0.00650 3.70073
N1 -0.60838 1.23882 -0.26515
N2 2.34430 0.41692 -0.49248
N3 -1.16016 -1.69499 -0.35040
C1 0.68612 -1.28663 5.08356
C2 0.62853 -1.75335 -2.05827
C3 2.78320 0.07310 4.44226
C4 2.88497 -0.74814 -1.28184
C5 -2.69176 3.93220 -0.05357
C6 1.06343 1.15731 5.81083
C7 -1.92432 3.29450 -1.23017
C8 0.39002 -0.24163 1.86334
C9 -1.78107 0.90930 4.18641
C10 -0.17587 -1.55678 6.19511
C11 -2.76044 0.24788 4.93263
C12 1.89781 2.23898 5.99202
C13 3.60232 1.15446 4.64359
C14 1.88545 -1.90821 -1.16143
C15 3.17057 2.23198 5.42906
C16 -0.60740 -2.47554 -1.51944
C17 1.47879 0.03643 5.02314
C18 -1.91430 2.24212 3.78051
C19 -0.25636 -3.87968 5.59025
C20 -0.64426 -2.82742 6.42558
C21 -3.89601 0.95949 5.29452
C22 -1.18560 2.14086 -0.68913
C23 -3.05386 2.92952 4.16961
C24 0.57257 -3.65367 4.48996
C25 1.04807 -2.38838 4.23830
C26 -2.89837 2.77547 -2.30320
C27 -0.91024 4.28410 -1.82859
C28 -4.03560 2.29091 4.92059
H1 -2.37245 2.29901 -3.13048
H2 -1.97253 -1.16232 -0.65683
H3 3.01273 -0.46850 -2.32668
H4 1.62666 -2.08879 -0.06142
H5 -1.27640 -3.02166 7.28248
H6 -2.00760 4.33919 0.69197
H7 -1.36711 -2.58161 -2.29110
H8 -3.62932 2.08257 -1.88609
H9 0.08661 1.16862 6.27776
H10 -1.14628 2.74998 3.20863
H11 3.84262 3.06169 5.61298
H12 -3.17145 3.96937 3.89420
H13 -2.66340 -0.79000 5.22191
H14 0.87565 -2.13428 -3.05016
H15 -0.37472 3.85129 -2.67348
H16 -1.51119 -2.33741 0.35392
H17 0.87066 -4.48170 3.86091
H18 3.16135 -0.78009 3.89567
H19 1.72111 -2.22736 3.40594
H20 2.25941 1.25020 -1.07250
H21 -0.58929 -4.88672 5.81292
H22 -0.34457 -3.47716 -1.18094
H23 -4.67104 0.47118 5.87044
H24 -1.46560 5.14786 -2.19234
H25 -3.28342 4.75454 -0.45395
H26 -3.43772 3.63416 -2.70147
H27 2.38122 -2.84992 -1.39942
H28 -0.19476 4.63223 -1.08343
H29 -0.41907 -0.77146 6.89796
H30 4.60303 1.15669 4.23215
H31 1.57173 3.07623 6.59471
H32 3.86285 -1.03130 -0.89912
H33 0.38333 -0.68977 -2.24884
H34 3.00663 0.66942 0.23527
H35 -4.92076 2.83770 5.21864
H36 -3.37238 3.22190 0.41707

Forces on atoms 1 to 3 (eV/Å):
-0.058 0.216 0.276
0.119 0.027 0.262
-0.070 0.053 -0.197

The total charge is +4. For the maximum force, the calculation gives 0.36 eV Å⁻¹. Its relative energy (zero: lowest compared OMol25 entry of this formula, charge and spin) is 0.00 kJ/mol. The HOMO energy comes out at -20.04 eV. Its total energy is -92762.87294 eV.

Löwdin population analysis, charges in e, atoms 1 to 5: 1.208, 1.207, 0.075, -0.046, -0.054

Record 2
This record from OMol25 describes a gas-phase ion, C9H11ClN3O2 (charge -1). The level of theory is ωB97M-V/def2-TZVPD.

CARTESIAN COORDINATES (ANGSTROEM)
Cl1 0.55468 -2.26697 -1.48199
O1 0.37599 -0.88345 1.63864
O2 -1.75982 -1.37736 1.84415
N1 3.73806 1.06247 0.84930
N2 0.45048 -0.66150 -0.94348
N3 1.41470 1.12075 0.21701
C1 -2.07721 -1.39580 -0.99754
C2 3.87028 -0.07272 0.25084
C3 1.52340 -0.20336 -0.17040
C4 -0.77902 -0.97639 1.28133
C5 2.48579 1.54160 0.79717
C6 -1.29516 0.96595 -0.21838
C7 -2.69536 1.46169 0.12874
C8 -1.00409 -0.51761 -0.26974
C9 2.77687 -0.74871 -0.23753
H1 2.31448 2.55556 1.12473
H2 4.82990 -0.45320 0.20060
H3 -3.26648 0.59070 0.43108
H4 3.07902 -1.72066 -0.48140
H5 -0.62767 1.29984 0.58726
H6 -3.31405 1.74215 -0.70313
H7 -0.98601 1.40793 -1.23040
H8 -1.79636 -2.52497 -1.02437
H9 -2.64912 2.23580 0.85131
H10 -2.24550 -1.03924 -1.98196
H11 -2.91781 -1.14250 -0.46182

Forces on atoms 1 to 3 (eV/Å):
1.170 -0.510 -0.291
2.118 0.271 1.616
-2.645 -0.713 1.239

The total charge is -1. Its expectation value of S² is 2.020. The spin multiplicity is 3. For the maximum force, the calculation gives 5.07 eV Å⁻¹. The HOMO energy (spin up / spin down) comes out at -0.91 / -5.21 eV. Its total energy is -30594.47590 eV.

Löwdin population analysis, charges in e, atoms 1 to 5: 0.740, 0.073, 0.043, 0.053, -0.348

Record 3
This record from OMol25 describes a single C2H5N3O molecule. The level of theory is ωB97M-V/def2-TZVPD.

CARTESIAN COORDINATES (ANGSTROEM)
O1 2.44423 -0.01820 0.33027
N1 0.32158 -0.10830 0.39971
N2 -0.81656 -0.18923 -1.73069
N3 1.47720 -0.40764 1.00564
C1 0.15889 -0.50876 -0.95619
C2 -0.72159 0.65532 1.07082
H1 -1.16142 1.40569 0.40611
H2 -0.76444 -0.73093 -2.60120
H3 -0.31286 1.19673 1.93143
H4 0.88422 -1.27705 -1.27947
H5 -1.50925 -0.01764 1.42358

Forces on atoms 1 to 3 (eV/Å):
-1.603 -1.920 1.065
-1.848 0.009 -2.639
0.830 0.011 1.310

The total charge is 0. Its SMILES is [H]/N=C/N(C)N=O. For the maximum force, the calculation gives 3.55 eV Å⁻¹. Its relative energy (zero: lowest compared OMol25 entry of this formula, charge and spin) is 407.13 kJ/mol. The HOMO energy comes out at -9.71 eV. Its total energy is -8669.42289 eV.

Löwdin population analysis, charges in e, atoms 1 to 5: -0.013, -0.197, 0.085, -0.024, -0.246

Record 4
This record from OMol25 describes a single C15H13F3N4O2S2 molecule. The level of theory is ωB97M-V/def2-TZVPD.

CARTESIAN COORDINATES (ANGSTROEM)
S1 1.81764 1.18263 -3.48483
S2 0.59275 3.24773 -1.57202
F1 -1.24417 -2.26595 2.27271
F2 -0.00192 -2.86828 3.92305
F3 -0.09930 -4.08212 2.15248
O1 -2.56106 3.27199 2.23529
O2 0.33487 -2.11021 -2.15849
N1 -0.18179 0.79700 -1.78221
N2 -0.94660 1.34656 -0.83091
N3 -1.20698 3.32709 0.42422
N4 2.14538 -0.94780 -1.38512
C1 3.07729 -0.73999 2.15394
C2 -0.68923 2.64863 -0.51147
C3 -3.45951 2.45795 0.14774
C4 -2.38293 3.03266 1.06984
C5 -1.79864 0.51599 -0.00598
C6 3.09619 -0.58791 0.78163
C7 -0.05106 -2.81185 2.58716
C8 1.09754 -1.91252 0.59515
C9 2.10653 -1.17179 -0.00961
C10 2.06677 -1.46256 2.76757
C11 1.08496 -2.03950 1.97690
C12 0.65434 1.62753 -2.27632
C13 -3.26631 0.94262 -0.05348
C14 1.39411 -0.58411 -3.65038
C15 1.20953 -1.29659 -2.31259
H1 2.86543 -0.30271 -1.68825
H2 -3.39842 2.97343 -0.81323
H3 -1.43473 0.57264 1.02763
H4 -1.67971 -0.50640 -0.36697
H5 -4.43911 2.64963 0.58495
H6 0.47151 -0.67769 -4.22203
H7 2.21610 -1.02858 -4.21307
H8 3.87972 -0.00886 0.31401
H9 2.03978 -1.57377 3.83955
H10 3.84940 -0.28454 2.75381
H11 0.33213 -2.37833 -0.00349
H12 -3.77959 0.39842 0.73963
H13 -3.71090 0.64953 -1.00680

Forces on atoms 1 to 3 (eV/Å):
0.333 -0.136 -0.381
-0.098 -0.521 -0.119
-0.061 0.156 -0.125

The total charge is 0. Its SMILES is O=C1CCCN2N=C(SCC(=O)Nc3cccc(C(F)(F)F)c3)SC2=N1. For the maximum force, the calculation gives 1.12 eV Å⁻¹. The HOMO energy comes out at -8.67 eV. Its total energy is -55645.08468 eV.

Löwdin population analysis, charges in e, atoms 1 to 5: 0.927, 1.067, 0.133, 0.142, 0.147

Record 5
This record from OMol25 describes a gas-phase ion, C5H9ClN (charge +1). The level of theory is ωB97M-V/def2-TZVPD.

CARTESIAN COORDINATES (ANGSTROEM)
Cl1 3.18826 0.15224 -0.14632
N1 0.87554 -1.24239 0.22741
C1 1.49813 0.16608 0.42532
C2 -0.53876 -1.03284 -0.31823
C3 -0.62390 0.42313 -0.75608
C4 0.65260 1.13488 -0.27006
C5 -0.74582 1.39892 0.38344
H1 0.98341 1.95024 -0.93087
H2 -1.04946 2.39527 0.15012
H3 -0.98099 1.42769 1.42703
H4 0.87140 -1.92114 0.99521
H5 -1.27897 -1.18738 0.42093
H6 -0.78454 -1.68036 -1.20910
H7 1.56782 0.44641 1.54717
H8 -1.25056 0.62817 -1.57736
H9 1.24704 -1.83626 -0.60459

Forces on atoms 1 to 3 (eV/Å):
-0.486 -0.201 0.022
-0.817 -1.329 -2.601
2.021 -0.125 2.134

The total charge is +1. Its SMILES is Cl[C@@H]1[NH2+]C[C@H]2C[C@H]21. For the maximum force, the calculation gives 3.52 eV Å⁻¹. Its relative energy (zero: lowest compared OMol25 entry of this formula, charge and spin) is 108.32 kJ/mol. The HOMO energy comes out at -14.94 eV. Its total energy is -19334.84145 eV.

Löwdin population analysis, charges in e, atoms 1 to 5: 0.694, 0.083, -0.611, -0.072, -0.182

Record 6
This record from OMol25 describes a molecular structure, C38H33Cl2FeIN6O2Sb. The level of theory is ωB97M-V/def2-TZVPD.

CARTESIAN COORDINATES (ANGSTROEM)
I1 0.90052 2.59358 -0.84538
Sb1 -2.00663 -1.16862 2.38033
Fe1 0.41610 -0.26596 -0.47912
Cl1 2.15736 -2.00501 2.63507
Cl2 4.53217 -0.07213 -1.93018
O1 -1.44336 -1.09333 -6.43263
O2 -1.54433 -0.64244 -1.02586
N1 -2.80833 1.23137 0.43930
N2 -3.68991 -2.82243 -2.85061
N3 0.08699 -2.41151 0.19020
N4 0.25288 0.80614 2.49750
N5 2.18545 -0.42223 -0.09042
N6 0.54087 0.08297 -2.75066
C1 0.50371 -4.75691 0.17170
C2 3.30792 -0.87318 0.38404
C3 -3.03338 -2.89920 -4.02767
C4 3.60613 2.59459 -4.21538
C5 4.76558 -1.93253 2.13769
C6 0.68097 -3.47532 -0.35092
C7 -3.19752 -2.07137 -1.89502
C8 -0.48646 0.04248 3.30005
C9 -3.98152 -1.97188 -0.62114
C10 3.31027 1.41082 -4.87347
C11 3.53171 -1.56593 1.63956
C12 -4.30956 0.68040 2.21188
C13 2.90701 2.92406 -3.06453
C14 1.56065 1.44272 4.38153
C15 1.54536 -3.25526 -1.55804
C16 -4.97709 2.23480 0.54645
C17 2.15722 2.23394 2.06254
C18 5.93526 -1.69540 1.42626
C19 5.80899 -1.10836 0.17029
C20 -3.10325 0.52445 1.52716
C21 -0.72149 -2.57186 1.24425
C22 -0.93167 -3.81910 1.81496
C23 -1.96191 -1.33278 -2.01595
C24 -1.31972 -1.39239 -3.27790
C25 -1.88437 -2.20129 -4.29481
C26 -0.29949 -4.92966 1.27346
C27 -0.16445 -0.57927 -3.59570
C28 1.58268 0.89735 -3.25325
C29 -5.25244 1.56387 1.71933
C30 -0.27799 -0.04382 4.66978
C31 -1.29351 -2.29943 -5.67490
C32 1.92009 2.07728 -2.59231
C33 -3.41859 2.76002 -1.34856
C34 2.31319 0.57805 -4.39748
C35 -3.73876 2.05285 -0.06458
C36 1.28103 1.47286 3.01296
C37 0.76555 0.68917 5.22178
C38 4.57462 -0.74737 -0.31827
H1 0.06339 -0.48128 -4.65839
H2 6.68195 -0.93447 -0.44782
H3 -3.47455 -3.54064 -4.78366
H4 -2.27977 -0.69511 -6.16879
H5 -1.58804 -3.92157 2.67074
H6 0.97066 0.64508 6.28482
H7 -5.71320 2.88724 0.09383
H8 2.40816 -3.92139 -1.54405
H9 -0.90861 -0.67823 5.28018
H10 -0.44349 -5.91217 1.70677
H11 2.12886 -0.36623 -4.89400
H12 -0.22164 -2.50251 -5.64387
H13 1.01097 -5.59507 -0.28837
H14 2.04605 1.82584 1.05826
H15 -4.33335 3.05043 -1.86717
H16 -1.77261 -3.12814 -6.20440
H17 3.87553 1.11845 -5.74924
H18 3.20240 2.15294 2.36212
H19 -2.82863 2.10734 -1.98622
H20 4.38732 3.24838 -4.58072
H21 1.88336 3.29275 2.04808
H22 -4.08585 -0.93104 -0.30692
H23 0.96272 -3.46156 -2.46164
H24 2.41145 1.99269 4.76421
H25 1.88388 -2.21838 -1.58321
H26 -4.96460 -2.40974 -0.78205
H27 -2.82809 3.65852 -1.16318
H28 -4.50329 0.10441 3.10875
H29 -6.19964 1.70193 2.22713
H30 -3.48867 -2.52017 0.18637
H31 4.80462 -2.42735 3.10110
H32 3.13763 3.83054 -2.52191
H33 6.90185 -1.97243 1.82512

Forces on atoms 1 to 3 (eV/Å):
-0.603 0.502 -1.230
0.222 0.154 0.247
-0.169 -0.359 -0.331

The total charge is -1. Its expectation value of S² is 6.024. The spin multiplicity is 5. For the maximum force, the calculation gives 1.46 eV Å⁻¹. Its relative energy (zero: lowest compared OMol25 entry of this formula, charge and spin) is 87.02 kJ/mol. The HOMO energy (spin up / spin down) comes out at -2.81 / -3.03 eV. Its total energy is -127047.69414 eV.

Löwdin population analysis, charges in e, atoms 1 to 5: 1.210, 1.533, 0.489, 0.699, 0.690

Values for molar mass, g mol⁻¹, ordered as above
585.2; 228.7; 87.1; 402.4; 118.6; 981.1